{"formula": "C6H9N", "method": "ωB97M-V with the def2-TZVPD basis set", "species": ["C", "C", "C", "C", "C", "C", "N", "H", "H", "H", "H", "H", "H", "H", "H", "H"], "positions_angstrom": [[0.547, -1.414, 0.480], [1.328, -1.130, -0.790], [0.476, -0.008, -0.047], [-1.078, -0.270, 0.038], [1.169, 1.228, 0.455], [-2.261, 0.546, -0.253], [-0.946, -1.511, 0.369], [1.008, -1.800, 1.373], [2.384, -0.989, -0.649], [1.004, -1.528, -1.738], [1.431, 1.898, -0.365], [2.083, 0.958, 0.983], [0.525, 1.772, 1.145], [-2.190, 1.520, 0.231], [-3.146, 0.018, 0.097], [-2.334, 0.709, -1.329]], "homo_lumo_gap_ha": [0.2238, 0.2716], "multiplicity": 3, "e_homo_ev": [-5.04, -9.31], "relative_energy_kcal_mol": 35.63}

=====

{"formula": "CH16O7", "method": "ωB97M-V with the def2-TZVPD basis set", "species": ["O", "H", "H", "H", "C", "O", "H", "H", "H", "O", "H", "H", "O", "H", "H", "O", "H", "H", "O", "H", "H", "O", "H", "H"], "positions_angstrom": [[3.918, -31.070, 18.082], [3.392, -30.621, 18.463], [4.523, -30.601, 17.434], [3.271, -31.710, 17.509], [4.719, -29.385, 15.505], [5.632, -30.079, 16.420], [4.867, -28.417, 15.859], [3.593, -29.583, 15.962], [4.724, -29.627, 14.465], [1.436, -29.753, 18.376], [1.123, -29.720, 19.255], [0.436, -29.467, 18.013], [3.499, -29.944, 21.324], [2.693, -29.556, 21.200], [3.345, -30.926, 21.583], [5.609, -28.350, 18.282], [6.507, -28.694, 18.726], [5.436, -28.990, 17.387], [5.711, -32.223, 14.866], [5.868, -33.034, 15.519], [5.727, -31.652, 15.459], [2.344, -32.625, 16.457], [2.601, -32.783, 15.551], [1.532, -32.290, 16.416]], "homo_lumo_gap_ha": 0.2824, "e_homo_ev": -8.26, "relative_energy_kcal_mol": 156.80}

=====

{"formula": "C43H91FN6O9PS2", "method": "ωB97M-V with the def2-TZVPD basis set", "species": ["N", "C", "C", "C", "C", "N", "P", "S", "C", "N", "S", "N", "C", "C", "C", "C", "C", "C", "C", "C", "C", "C", "C", "C", "N", "C", "C", "C", "C", "C", "C", "N", "C", "C", "F", "H", "H", "H", "H", "H", "H", "H", "H", "H", "H", "H", "H", "H", "H", "H", "H", "H", "H", "H", "H", "H", "H", "H", "H", "H", "H", "H", "H", "H", "H", "H", "H", "H", "H", "H", "H", "H", "H", "H", "H", "H", "H", "H", "H", "H", "H", "H", "H", "H", "C", "O", "C", "C", "O", "C", "C", "O", "C", "H", "H", "H", "H", "H", "H", "H", "H", "H", "H", "H", "H", "H", "H", "C", "O", "C", "C", "O", "C", "C", "O", "C", "H", "H", "H", "H", "H", "H", "H", "H", "H", "H", "H", "H", "H", "H", "C", "O", "C", "C", "O", "C", "C", "O", "C", "H", "H", "H", "H", "H", "H", "H", "H", "H", "H", "H", "H", "H", "H"], "positions_angstrom": [[3.209, 1.949, 6.575], [2.021, 2.250, 7.462], [0.687, 1.306, 7.120], [0.433, 1.428, 5.481], [-1.161, 1.592, 5.082], [-1.589, 0.110, 5.018], [-3.105, 0.078, 6.023], [-2.745, 0.245, 7.944], [-2.042, 0.039, 3.545], [-2.635, -1.164, 3.247], [-3.280, -1.468, 1.653], [-1.803, 1.294, 2.736], [-0.922, 1.197, 1.510], [0.669, 0.937, 1.815], [1.114, -0.640, 1.887], [2.515, -0.749, 2.756], [3.802, 0.006, 2.021], [3.952, 1.596, 2.473], [3.998, 2.613, 1.169], [2.871, 3.804, 1.203], [3.439, 5.304, 0.863], [2.201, 6.359, 1.254], [2.552, 7.329, 2.529], [2.735, 6.529, 3.965], [4.211, 6.226, 4.119], [4.659, 4.777, 4.105], [6.282, 4.600, 4.256], [6.752, 6.164, 4.414], [5.415, 7.128, 4.295], [-1.555, 2.427, 3.706], [-3.083, 3.099, 3.806], [-3.436, 3.919, 2.558], [-0.647, 3.718, 3.262], [-0.885, 5.055, 4.231], [-1.026, 4.716, 5.668], [3.910, 2.721, 6.578], [3.647, 1.024, 6.777], [2.355, 2.023, 8.570], [1.671, 3.371, 7.322], [-0.227, 1.668, 7.755], [1.032, 0.198, 7.366], [0.764, 0.368, 5.044], [1.127, 2.216, 4.962], [-1.655, 2.105, 6.019], [-3.852, -1.173, 5.833], [-4.026, 1.136, 5.688], [-2.715, -1.930, 3.981], [-4.017, -0.357, 1.192], [-1.256, 0.377, 0.729], [-0.995, 2.233, 0.923], [1.263, 1.407, 0.893], [1.081, 1.479, 2.767], [0.261, -1.361, 2.274], [1.323, -0.975, 0.760], [2.786, -1.900, 2.864], [2.452, -0.296, 3.833], [4.767, -0.549, 2.449], [3.820, -0.157, 0.861], [5.016, 1.706, 3.000], [3.162, 1.931, 3.275], [5.070, 3.122, 1.048], [3.827, 1.948, 0.221], [2.431, 3.837, 2.288], [2.044, 3.509, 0.394], [3.556, 5.396, -0.322], [4.441, 5.589, 1.411], [1.998, 7.048, 0.330], [1.196, 5.752, 1.455], [1.661, 8.081, 2.685], [3.522, 7.994, 2.368], [2.284, 7.128, 4.879], [2.184, 5.476, 3.924], [3.787, 3.999, 3.991], [6.876, 3.590, 4.253], [7.892, 6.467, 4.584], [5.382, 8.309, 4.355], [-3.830, 2.168, 3.778], [-3.255, 3.678, 4.809], [-4.081, 4.712, 2.847], [-3.920, 3.298, 1.868], [0.528, 3.516, 3.318], [-0.833, 4.079, 2.143], [0.033, 5.784, 4.091], [-1.839, 5.685, 3.888], [1.055, 2.851, -5.621], [1.651, 1.665, -5.118], [2.815, 1.913, -4.330], [2.879, 0.952, -3.136], [1.927, 1.225, -2.099], [0.547, 1.004, -2.419], [0.158, -0.467, -2.591], [0.705, -1.002, -3.796], [1.209, -2.319, -3.642], [1.649, 3.246, -6.448], [0.057, 2.599, -5.988], [0.944, 3.605, -4.835], [2.836, 2.948, -3.965], [3.685, 1.752, -4.976], [3.861, 1.075, -2.665], [2.824, -0.089, -3.450], [0.245, 1.606, -3.274], [-0.015, 1.398, -1.565], [-0.932, -0.549, -2.666], [0.492, -1.039, -1.711], [1.840, -2.402, -2.751], [1.825, -2.551, -4.515], [0.383, -3.030, -3.587], [-3.386, -4.107, -0.135], [-3.276, -5.131, -1.111], [-2.556, -4.724, -2.273], [-1.677, -5.866, -2.798], [-0.526, -6.152, -1.992], [-0.772, -6.711, -0.696], [-1.301, -8.148, -0.708], [-2.649, -8.191, -1.176], [-2.904, -9.283, -2.044], [-4.123, -3.366, -0.450], [-3.718, -4.565, 0.800], [-2.418, -3.629, 0.051], [-1.927, -3.848, -2.066], [-3.295, -4.451, -3.035], [-1.279, -5.557, -3.772], [-2.256, -6.771, -2.984], [-1.402, -6.051, -0.101], [0.203, -6.721, -0.195], [-1.300, -8.545, 0.313], [-0.642, -8.775, -1.328], [-2.127, -9.370, -2.812], [-3.857, -9.103, -2.548], [-2.971, -10.208, -1.469], [-2.085, -1.948, -6.358], [-2.517, -2.689, -7.487], [-1.527, -3.592, -7.979], [-2.170, -4.905, -8.445], [-2.639, -5.748, -7.385], [-3.761, -5.270, -6.632], [-5.086, -5.250, -7.400], [-5.087, -4.220, -8.388], [-5.678, -4.624, -9.612], [-1.387, -1.166, -6.668], [-2.962, -1.482, -5.902], [-1.622, -2.598, -5.608], [-0.771, -3.810, -7.213], [-1.035, -3.104, -8.828], [-1.396, -5.488, -8.958], [-2.954, -4.733, -9.182], [-3.541, -4.305, -6.177], [-3.871, -5.973, -5.799], [-5.906, -5.033, -6.705], [-5.262, -6.238, -7.851], [-5.297, -5.598, -9.936], [-5.414, -3.888, -10.376], [-6.763, -4.659, -9.508]], "charge": 1, "homo_lumo_gap_ha": 0.1969, "e_homo_ev": -9.39}

=====

{"formula": "C4H7NO", "method": "ωB97M-V with the def2-TZVPD basis set", "species": ["O", "C", "N", "C", "C", "C", "H", "H", "H", "H", "H", "H", "H"], "positions_angstrom": [[-3.141, -0.345, -0.631], [-1.951, -0.457, -0.464], [-1.173, 0.335, 0.391], [0.227, 0.078, 0.540], [1.332, 0.957, 0.070], [1.182, -0.453, -0.464], [-1.361, -1.223, -1.003], [-1.414, 0.270, 1.365], [0.396, -0.292, 1.545], [1.111, 1.784, -0.599], [2.085, 1.159, 0.825], [1.818, -1.239, -0.074], [0.889, -0.576, -1.502]], "homo_lumo_gap_ha": 0.3833, "e_homo_ev": -9.56, "smiles": "O=CNC1CC1", "relative_energy_kcal_mol": 46.68}

=====

{"formula": "C26H69F6NO22V", "method": "ωB97M-V with the def2-TZVPD basis set", "species": ["O", "V", "C", "O", "O", "C", "F", "F", "F", "C", "C", "H", "H", "H", "H", "H", "H", "C", "O", "O", "C", "F", "F", "F", "C", "C", "H", "H", "H", "H", "H", "H", "C", "O", "C", "C", "N", "C", "C", "O", "C", "H", "H", "H", "H", "H", "H", "H", "H", "H", "H", "H", "H", "H", "H", "H", "O", "H", "H", "O", "H", "H", "O", "H", "H", "C", "C", "O", "O", "H", "H", "H", "H", "H", "H", "C", "C", "O", "O", "H", "H", "H", "H", "H", "H", "C", "C", "O", "O", "H", "H", "H", "H", "H", "H", "C", "C", "O", "O", "H", "H", "H", "H", "H", "H", "C", "C", "O", "O", "H", "H", "H", "H", "H", "H", "C", "C", "O", "O", "H", "H", "H", "H", "H", "H"], "positions_angstrom": [[-0.055, -23.664, -8.270], [-0.239, -24.142, -6.751], [3.106, -25.376, -6.939], [2.881, -25.454, -8.404], [1.957, -24.778, -6.346], [3.777, -26.671, -6.359], [3.259, -27.875, -6.598], [5.054, -26.696, -6.641], [3.674, -26.845, -5.008], [3.009, -24.308, -9.274], [4.438, -23.995, -9.645], [4.468, -23.114, -10.285], [5.047, -23.764, -8.771], [4.981, -24.867, -10.010], [2.630, -23.381, -8.844], [2.352, -24.359, -10.142], [3.895, -24.650, -6.742], [0.437, -21.128, -5.789], [0.931, -21.218, -7.123], [-0.459, -22.149, -5.576], [1.533, -20.903, -4.680], [1.053, -21.159, -3.447], [2.549, -21.722, -4.822], [2.017, -19.592, -4.505], [2.027, -20.283, -7.459], [1.852, -20.048, -9.022], [0.819, -20.145, -9.357], [2.249, -19.088, -9.353], [2.455, -20.761, -9.583], [3.028, -20.642, -7.218], [1.828, -19.245, -7.192], [-0.139, -20.203, -5.828], [9.150, -20.319, -9.008], [7.749, -20.307, -9.035], [7.027, -20.649, -7.876], [5.796, -19.864, -7.551], [6.082, -18.434, -7.509], [6.681, -17.945, -6.269], [6.678, -16.408, -6.016], [7.468, -15.899, -7.049], [7.522, -14.472, -7.363], [9.444, -20.395, -10.054], [9.579, -21.170, -8.479], [9.633, -19.423, -8.618], [7.596, -20.444, -6.969], [6.974, -21.736, -7.820], [5.341, -20.252, -6.640], [5.004, -19.963, -8.294], [6.866, -18.283, -8.128], [7.697, -18.290, -6.080], [6.061, -18.277, -5.437], [7.024, -16.178, -5.009], [5.654, -16.033, -6.004], [8.076, -13.902, -6.618], [6.536, -14.042, -7.543], [7.905, -14.295, -8.368], [-0.479, -26.247, -7.280], [-1.109, -26.801, -6.819], [0.141, -26.863, -7.671], [5.755, -23.998, -12.396], [6.414, -24.290, -11.767], [5.806, -24.634, -13.109], [1.168, -27.068, -9.683], [1.767, -26.532, -9.163], [1.732, -27.716, -10.106], [7.173, -19.994, -13.570], [6.897, -21.075, -12.567], [5.532, -21.402, -12.654], [8.261, -19.194, -13.219], [6.314, -19.380, -13.837], [7.491, -20.438, -14.514], [7.236, -20.828, -11.561], [7.400, -21.996, -12.861], [5.528, -22.320, -12.373], [8.504, -18.596, -13.931], [8.770, -23.329, -10.769], [8.882, -24.886, -10.775], [7.620, -25.308, -10.212], [9.583, -22.680, -11.694], [8.878, -22.804, -9.820], [7.769, -22.901, -10.819], [9.757, -25.145, -10.179], [9.035, -25.420, -11.713], [7.751, -26.249, -10.348], [10.390, -22.517, -11.201], [4.179, -29.286, -10.103], [4.557, -30.710, -10.448], [4.296, -31.661, -9.474], [2.764, -28.983, -10.523], [4.784, -28.477, -10.513], [4.143, -29.085, -9.032], [5.622, -30.726, -10.681], [4.193, -31.049, -11.417], [3.359, -31.866, -9.432], [2.724, -29.058, -11.479], [3.167, -24.397, -3.009], [3.342, -23.938, -1.499], [3.488, -25.022, -0.558], [1.940, -24.959, -3.306], [3.912, -25.185, -3.121], [3.501, -23.657, -3.737], [2.556, -23.281, -1.124], [4.253, -23.346, -1.411], [3.654, -24.650, 0.311], [1.791, -25.208, -4.221], [8.050, -28.382, -4.473], [7.789, -26.825, -4.730], [9.002, -26.067, -4.833], [9.019, -28.969, -5.285], [7.130, -28.911, -4.722], [8.107, -28.596, -3.405], [7.126, -26.363, -3.998], [7.248, -26.673, -5.664], [9.538, -26.372, -5.569], [9.202, -29.844, -4.935], [2.977, -30.533, -4.583], [4.466, -30.126, -4.239], [5.210, -31.353, -4.241], [2.748, -30.523, -5.938], [2.370, -29.737, -4.153], [2.710, -31.523, -4.214], [4.406, -29.713, -3.232], [4.724, -29.329, -4.936], [4.915, -31.913, -4.962], [2.871, -29.706, -6.427]], "homo_lumo_gap_ha": [0.2391, 0.2519], "multiplicity": 2, "e_homo_ev": [-8.80, -8.80]}

=====

no.,energy (eV)
1,-7851.321
2,-15622.819
3,-107083.547
4,-7797.620
5,-116597.701